{
  "formula": "C5H7N",
  "method": "ωB97M-V with the def2-TZVPD basis set",
  "total_charge": 0,
  "e_lumo_ev": 1.08,
  "energy_ev": -6788.336,
  "smiles": "Cc1ccc[nH]1",
  "gap_ev": 9.12,
  "homo_energy_ev": -8.04,
  "relative_energy_ev": 0.176,
  "species": ["C", "C", "C", "C", "C", "N", "H", "H", "H", "H", "H", "H", "H"],
  "xyz": [[1.931801, -0.033083, -0.134734], [0.447368, 0.089358, 0.023855], [-0.402736, 1.164773, -0.017802], [-1.741030, 0.659778, -0.005895], [-1.661390, -0.701301, 0.068121], [-0.332129, -1.051046, 0.071402], [2.282418, -0.995833, 0.253246], [2.225771, 0.005307, -1.192870], [2.464653, 0.765547, 0.387122], [-0.109677, 2.207515, -0.033907], [-2.657348, 1.232290, -0.056983], [-2.425634, -1.465676, 0.056431], [-0.008707, -1.852274, 0.591012]],
  "atomic_forces_ev_per_a": [[0.1, 0.0, 0.1], [-0.1, 0.1, 0.0], [0.1, 0.0, 0.0], [-0.1, 0.0, 0.0], [-0.2, 0.1, 0.0], [0.2, 0.1, 0.2], [0.0, 0.2, 0.0], [-0.1, 0.0, 0.2], [-0.1, -0.1, 0.0], [0.0, -0.2, -0.2], [0.2, 0.0, 0.0], [0.1, 0.2, 0.2], [0.0, -0.2, -0.5]],
  "lowdin_charge": [-0.04, -0.34, -0.07, -0.11, -0.15, 0.03, 0.07, 0.08, 0.08, 0.10, 0.09, 0.10, 0.15]
}


{
  "formula": "C28H25N5OS3Tc",
  "method": "ωB97M-V with the def2-TZVPD basis set",
  "total_charge": 0,
  "e_lumo_ev": [-1.98, -1.35],
  "energy_ev": -73643.398,
  "spin_multiplicity": 2,
  "s_squared": 1.006,
  "gap_ev": [5.62, 6.55],
  "homo_energy_ev": [-7.60, -7.90],
  "relative_energy_ev": 0.405,
  "species": ["Tc", "C", "C", "N", "N", "C", "N", "S", "C", "C", "C", "C", "C", "N", "H", "H", "H", "H", "H", "H", "H", "H", "H", "C", "C", "C", "C", "C", "C", "C", "C", "C", "C", "H", "H", "H", "H", "H", "H", "H", "C", "C", "C", "C", "C", "C", "C", "C", "N", "H", "H", "H", "H", "H", "H", "C", "O", "C", "S", "S", "H", "H", "H"],
  "xyz": [[-0.059877, -0.698845, -0.086922], [-1.613542, 3.286569, 0.566725], [-1.019083, 2.012665, 0.078732], [-0.856095, 0.961095, 0.807582], [-1.253412, 1.027641, 2.114207], [-1.174784, -0.135028, 2.718670], [-1.570298, -0.156401, 4.007656], [-0.663583, -1.652447, 2.029790], [-0.511752, 1.892874, -1.302683], [-0.541775, 2.950336, -2.194548], [0.049836, 2.809530, -3.433907], [0.661481, 1.608654, -3.759967], [0.632668, 0.581172, -2.843318], [0.047335, 0.714786, -1.641221], [-1.952931, 3.170250, 1.586584], [-2.462191, 3.567309, -0.064324], [-0.875840, 4.094609, 0.525037], [-1.788950, 0.712609, 4.462523], [-1.404660, -0.976074, 4.558585], [-1.029851, 3.873449, -1.904715], [0.043141, 3.633671, -4.139454], [1.159083, 1.465271, -4.709183], [1.079673, -0.382672, -3.052587], [5.107011, -2.459322, 1.718907], [3.769200, -2.889980, 1.878894], [2.728495, -2.099762, 1.478684], [2.938114, -0.805021, 0.928822], [1.867655, 0.070056, 0.491680], [2.209695, 1.370037, 0.196486], [3.545524, 1.837726, 0.174666], [4.564225, 0.983816, 0.453781], [4.285939, -0.346750, 0.856545], [5.350976, -1.213988, 1.222399], [5.929337, -3.108658, 2.002470], [3.564302, -3.857964, 2.325512], [1.722297, -2.452622, 1.616666], [1.435300, 2.090788, -0.044952], [3.750143, 2.869135, -0.092245], [5.598072, 1.312819, 0.401906], [6.371306, -0.852822, 1.116915], [-2.204116, -0.968864, -0.942565], [-3.189206, 0.108627, -0.744445], [-3.452096, 1.039821, -1.756805], [-4.419459, 2.025934, -1.610797], [-5.143880, 2.119092, -0.429675], [-4.878230, 1.219623, 0.603990], [-3.917732, 0.236284, 0.447406], [-6.195740, 3.112437, -0.293389], [-7.024654, 3.904651, -0.180684], [-2.014715, -1.168534, -1.995795], [-2.429651, -1.880954, -0.398440], [-2.905842, 0.958689, -2.691156], [-4.622379, 2.727337, -2.414644], [-5.437990, 1.299110, 1.529507], [-3.717874, -0.460356, 1.254274], [1.436164, -5.771843, 0.524228], [0.836620, -4.553169, 0.043107], [1.481343, -3.854892, -0.888088], [2.911696, -4.219193, -1.567843], [0.547017, -2.480077, -1.474505], [0.779493, -6.116184, 1.314893], [2.437352, -5.584399, 0.899468], [1.491704, -6.501633, -0.278469]],
  "atomic_forces_ev_per_a": [[0.4, -2.3, 0.3], [0.0, 0.1, -0.2], [0.1, 0.1, -0.4], [-0.2, 0.2, 0.4], [0.1, -0.4, -0.1], [-0.1, 0.4, 0.1], [0.0, -0.1, 0.0], [0.1, 0.0, -0.5], [-0.1, -0.1, 0.4], [-0.1, 0.4, -0.1], [0.0, 0.2, -0.1], [0.1, 0.0, -0.1], [-0.2, 0.0, 0.2], [0.1, -0.1, -0.6], [0.0, 0.0, 0.1], [0.0, 0.0, 0.0], [-0.1, 0.0, 0.0], [0.0, 0.0, 0.0], [0.0, -0.1, 0.1], [0.1, -0.1, -0.1], [0.0, -0.1, 0.1], [0.0, 0.0, 0.0], [0.0, 0.0, 0.1], [-0.1, -0.1, 0.1], [0.1, 0.0, 0.0], [0.2, 0.1, -0.1], [-0.1, 0.0, 0.0], [0.0, 0.7, -0.1], [0.2, -0.1, 0.1], [-0.2, 0.1, 0.0], [0.1, -0.1, 0.0], [0.0, 0.0, 0.0], [0.0, 0.1, 0.0], [-0.1, 0.1, 0.0], [0.0, 0.1, -0.1], [-0.1, 0.0, 0.0], [0.2, 0.0, 0.0], [0.0, 0.0, 0.0], [-0.1, 0.0, 0.0], [-0.1, 0.0, 0.0], [0.2, 0.9, 0.2], [0.0, -0.2, -0.1], [-0.1, 0.1, -0.1], [0.2, 0.0, -0.3], [-0.4, 0.2, 0.1], [0.0, -0.1, 0.2], [0.0, 0.1, 0.1], [0.3, -0.1, 0.1], [0.2, -0.2, 0.0], [0.0, 0.0, 0.0], [0.0, 0.0, 0.0], [-0.1, 0.0, 0.0], [0.0, -0.1, 0.0], [0.0, -0.1, -0.1], [-0.1, 0.0, 0.0], [-0.1, 0.2, -0.1], [0.2, 0.0, 0.1], [-0.3, -0.4, 0.2], [0.0, 0.0, 0.1], [-0.1, 0.8, 0.2], [0.0, 0.0, 0.0], [0.1, 0.1, 0.0], [0.0, 0.0, -0.1]],
  "lowdin_charge": [0.98, 0.00, -0.29, -0.15, 0.03, -0.82, 0.08, 0.65, -0.26, -0.01, -0.04, -0.04, -0.10, -0.05, 0.07, 0.08, 0.10, 0.10, 0.08, 0.12, 0.12, 0.11, 0.08, -0.08, -0.09, -0.10, -0.17, -0.17, -0.12, -0.08, -0.05, -0.17, -0.04, 0.10, 0.10, 0.01, 0.08, 0.10, 0.11, 0.11, -0.18, -0.30, -0.05, -0.04, -0.25, -0.02, -0.03, -0.18, 0.15, 0.04, 0.04, 0.12, 0.12, 0.12, 0.11, -0.08, -0.23, -1.29, 0.69, 0.62, 0.09, 0.06, 0.08]
}


Number 1: F_max 0.0100 Eh/bohr. Number 2: F_max 0.0457 Eh/bohr.